(1)
45
Properties=species:S:1:pos:R:3:forces:R:3 method="wB97M-V/def2-TZVPD" e_homo_ev=-5.615 e_tot_ev=-33231.828 total_charge=-1 lumo_energy_ev=2.98 orbital_gap_ha=0.3158
I 2.869651 -10.208843 -22.776626 -0.1 -0.1 -0.1
C 5.644555 -13.492907 -24.828881 0.1 -0.1 0.0
O 5.508182 -12.082770 -24.847397 -0.3 -0.2 0.1
H 4.806564 -14.020412 -25.296495 -0.1 0.1 -0.1
H 6.550938 -13.736416 -25.384113 0.0 0.0 0.0
H 5.723367 -13.879798 -23.810720 0.1 0.0 0.0
H 4.764343 -11.859732 -24.263142 0.2 0.2 -0.1
C -0.976272 -9.815576 -24.428323 -0.3 -0.7 -0.4
O -0.351470 -8.664436 -23.946313 -0.1 0.7 0.1
H -0.431207 -10.269053 -25.263819 0.1 0.0 0.1
H -1.151407 -10.580414 -23.661335 0.3 0.0 0.1
H -1.969422 -9.569673 -24.816032 0.1 0.3 0.1
H 0.593970 -8.809983 -23.814146 0.0 -0.3 0.1
C 5.897241 -7.839983 -21.555422 0.0 -0.5 -1.0
O 4.638882 -7.222262 -21.765706 0.0 0.3 0.6
H 6.428068 -7.528630 -20.656382 -0.4 0.3 0.2
H 5.770894 -8.923968 -21.512024 0.1 0.0 0.1
H 6.530816 -7.606461 -22.417379 0.2 -0.1 0.1
H 4.049727 -7.886999 -22.154890 0.1 0.0 0.0
C 3.687162 -8.777613 -18.516539 0.4 0.2 0.3
O 3.936426 -9.898916 -19.346801 -0.3 0.6 0.0
H 4.317969 -8.833097 -17.627286 0.0 -0.3 0.0
H 3.955833 -7.835340 -19.002350 -0.1 0.0 -0.2
H 2.646536 -8.724757 -18.186707 -0.1 0.0 0.0
H 3.511775 -9.658636 -20.189456 0.2 -0.6 -0.1
C 3.321423 -14.209154 -21.249669 0.2 0.5 -0.9
C 2.002196 -14.743444 -20.709696 0.3 -0.1 -0.1
O 1.034009 -13.718836 -20.601387 -0.2 -0.1 0.2
O 3.249123 -13.814727 -22.620021 -0.3 -0.4 -0.1
H 4.100274 -14.980706 -21.232640 -0.1 0.1 0.4
H 3.648863 -13.291282 -20.740636 0.0 -0.5 0.7
H 2.155644 -15.286792 -19.765568 0.1 0.3 0.2
H 1.593559 -15.502532 -21.382032 0.0 0.3 -0.2
H 1.323175 -13.098826 -19.922505 0.0 0.1 -0.1
H 2.962766 -12.890814 -22.663392 -0.1 0.1 0.1
C 2.778648 -11.699300 -26.932594 -0.2 0.1 0.1
C 2.006213 -12.246102 -28.112656 0.8 -0.7 -0.4
O 1.038852 -13.229632 -27.753700 -0.2 0.6 0.1
O 2.106858 -10.583356 -26.374201 -0.2 0.1 -0.1
H 3.791910 -11.470117 -27.279219 0.0 0.3 0.2
H 2.859750 -12.472371 -26.164448 0.1 -0.2 -0.2
H 2.746168 -12.751520 -28.743899 -0.2 -0.3 0.1
H 1.602391 -11.477752 -28.779916 -0.2 0.3 0.4
H 0.472085 -12.798497 -27.100345 0.0 -0.2 -0.1
H 2.257546 -10.560919 -25.416992 0.2 0.1 0.0

***

(2)
14
Properties=species:S:1:pos:R:3:forces:R:3 method="wB97M-V/def2-TZVPD" e_homo_ev=-14.108 e_tot_ev=-16027.792 total_charge=+1 lumo_energy_ev=-4.39 orbital_gap_ha=0.3572
C 0.522310 0.537867 0.773580 1.0 0.7 1.2
C -0.005761 -0.801569 0.453672 2.0 -0.5 0.0
N 1.360401 1.075471 -0.271680 0.3 0.4 -0.2
N 0.542331 -1.341386 -0.564660 0.3 -2.0 -1.3
S -2.518791 0.206397 -0.031993 0.9 0.9 -1.2
H 0.993023 0.559174 1.787900 -0.3 -0.4 -0.7
H -0.312943 1.168515 0.848882 -1.2 0.9 0.6
H -0.398488 -1.416426 1.210307 -1.3 -0.5 0.6
H 0.940205 1.946161 -0.513252 -0.6 0.5 -1.0
H 2.238281 1.453396 0.043807 0.7 -0.7 0.5
H 0.506251 -2.297090 -0.960057 -0.7 0.6 1.1
H 1.240550 -0.797150 -1.031673 0.3 1.1 -0.6
H -1.904617 0.537996 -1.272200 -1.0 -0.5 1.4
H -3.202758 -0.831353 -0.472633 -0.3 -0.4 -0.5

***

(3)
40
Properties=species:S:1:pos:R:3:forces:R:3 method="wB97M-V/def2-TZVPD" e_homo_ev="0.002 / 0.005" e_tot_ev=-312279.718 total_charge=-2 lumo_energy_ev="4.53 / 4.53" orbital_gap_ha="0.1663 / 0.1662"
Ti -0.085678 -1.331162 -0.090763 0.0 -2.3 0.0
C 0.946422 2.156338 2.141537 0.0 -0.4 -0.2
C 0.742422 0.756437 1.626838 1.3 0.0 2.4
N 0.088422 0.508938 0.499638 -0.3 -1.8 -1.0
N -0.489578 1.443538 -0.256862 -1.5 0.5 -2.0
C -1.147778 0.831438 -1.254762 1.5 1.2 2.5
O -1.101778 -0.467662 -1.337462 -1.0 1.4 -1.6
C -1.919278 1.611738 -2.189362 -0.8 0.6 -1.0
C -1.896778 3.021037 -2.188462 0.2 -0.6 0.2
C -2.656378 3.733038 -3.086462 -0.3 0.1 -0.3
C -3.468878 3.076637 -4.006462 0.0 -0.2 0.0
C -3.511578 1.685738 -4.009462 -0.3 0.5 -0.3
C -2.749378 0.962037 -3.123462 0.6 -0.2 0.6
C 1.174722 -0.417062 2.295938 -0.6 1.9 -1.2
C 1.762222 -0.460863 3.571438 0.6 -0.8 1.1
C 2.084923 -1.675862 4.143138 -0.2 1.4 -0.2
C 1.833622 -2.852362 3.423737 -0.3 -0.5 -0.8
C 1.253622 -2.753762 2.174137 0.3 -0.8 0.7
N 0.916922 -1.589362 1.607638 0.5 0.4 1.1
H 0.462822 2.842137 1.446638 0.1 0.1 0.1
H 2.010922 2.395338 2.202238 0.0 0.1 0.1
H 0.500522 2.283638 3.130238 0.0 0.1 0.1
H -1.264878 3.523738 -1.473462 0.1 0.0 0.1
H -2.642878 4.816337 -3.083562 0.1 0.0 0.1
H -4.063378 3.641238 -4.713162 0.0 0.0 0.0
H -4.164378 1.178638 -4.711463 0.1 -0.1 0.0
H -2.778077 -0.119363 -3.120062 0.0 0.0 0.1
H 1.930622 0.462438 4.107738 0.0 0.1 0.0
H 2.508322 -1.722162 5.139738 0.0 0.1 0.0
H 2.081422 -3.819763 3.835838 0.0 -0.1 -0.1
H 1.043422 -3.648762 1.586238 0.0 0.2 0.1
Se -2.239977 -1.322562 1.550838 0.1 -0.3 0.0
Se -3.359378 -2.721662 0.092938 -0.4 -0.4 -0.2
Se -1.928678 -4.560362 -0.014063 -0.4 -0.3 0.1
Se -0.084478 -3.740662 -1.182962 0.1 0.1 0.1
N 6.257522 -2.278562 -1.147662 0.5 -0.3 -0.2
C 5.202322 -1.832462 -0.969563 0.4 -0.4 -0.2
N 4.124122 -1.211363 -0.686162 0.2 1.0 0.8
C 2.892823 -1.266962 -0.891962 -1.1 0.1 -0.5
N 1.735022 -1.137662 -1.038862 0.7 -0.5 -0.4

***

(4)
13
Properties=species:S:1:pos:R:3:forces:R:3 method="wB97M-V/def2-TZVPD" e_homo_ev=-12.617 e_tot_ev=-9990.526 total_charge=+1 lumo_energy_ev=-4.44 orbital_gap_ha=0.3006
C -3.342059 -1.540846 -0.261556 0.6 -5.0 0.0
C -2.054993 -1.733319 0.244741 -3.6 2.9 1.6
O -1.359397 -0.533246 -0.031485 3.7 -1.1 -1.3
C -1.266423 -0.260783 -1.337924 -4.2 2.3 3.1
O -2.540686 0.800057 -0.998471 2.2 -0.1 -2.2
Rb -0.723207 2.512159 0.792509 -0.2 -0.2 -0.1
H -4.144661 -1.995839 0.322024 0.1 -0.2 -0.1
H -3.440784 -1.771946 -1.326846 -0.5 1.9 -0.2
H -1.982469 -1.916761 1.320153 0.5 -0.2 -0.3
H -2.868008 1.130859 -1.841948 -0.1 0.3 -0.3
H -0.060785 -2.180851 -0.281725 5.3 3.3 -2.0
O 0.777363 -1.315724 -0.795339 -4.3 -2.0 0.9
H 1.701997 -1.066593 -0.871979 0.5 -1.8 0.9